Here is a molecular structure, C28H27BF4N7O2S4W from the OMol25 dataset. Energies are from ωB97M-V/def2-TZVPD.

Structure (XYZ):
```
74
Properties=species:S:1:pos:R:3:mulliken_charge:R:1
W 0.033 0.147 0.151 2.67
C -0.292 1.557 3.635 -1.96
C -1.187 1.313 2.473 0.97
N -1.345 0.118 1.899 0.14
N -2.734 -0.108 1.611 -0.82
C -3.018 -0.611 0.474 0.51
S -1.917 -0.870 -0.830 -0.80
S -4.754 -0.859 0.183 -0.12
C -4.749 -2.570 -0.440 -1.04
C -4.653 -3.600 0.644 0.13
C -3.416 -3.875 1.218 1.16
C -3.302 -4.806 2.237 -0.23
C -4.430 -5.475 2.696 -0.80
C -5.665 -5.206 2.128 -0.59
C -5.777 -4.271 1.108 -0.53
C -1.942 2.431 1.949 0.93
C -2.696 3.338 2.691 -0.98
C -3.316 4.397 2.055 -0.91
C -3.132 4.577 0.689 -0.70
C -2.346 3.714 -0.059 -0.91
C -1.759 2.623 0.570 0.30
O -0.950 1.817 -0.143 0.77
H -0.156 0.665 4.236 0.47
H -0.788 2.315 4.245 0.65
H 0.652 2.010 3.322 0.13
H -3.924 -2.670 -1.146 0.36
H -5.673 -2.666 -1.010 0.57
H -2.541 -3.346 0.859 -0.19
H -2.336 -5.014 2.681 0.22
H -4.346 -6.202 3.492 0.41
H -6.547 -5.725 2.479 0.38
H -6.747 -4.068 0.671 0.39
H -2.835 3.188 3.754 0.48
H -3.928 5.086 2.618 0.44
H -3.593 5.424 0.198 0.46
H -2.151 3.888 -1.106 0.56
O 1.184 -0.833 2.951 -0.78
C 0.394 -1.973 3.193 -1.17
C 0.214 -2.737 1.907 0.83
C 0.008 -4.112 2.028 -1.05
C -0.064 -4.899 0.902 -0.49
C 0.106 -4.305 -0.345 -0.94
C 0.276 -2.943 -0.392 -0.49
N 0.308 -2.154 0.704 0.56
H 1.299 -0.291 3.738 0.30
H -0.581 -1.711 3.614 0.31
H 0.906 -2.649 3.884 0.70
H -0.067 -4.543 3.017 0.51
H -0.233 -5.964 0.989 0.41
H 0.094 -4.874 -1.262 0.53
H 0.392 -2.442 -1.344 0.31
N 3.251 -1.564 1.259 -0.18
C 3.131 -1.289 -0.038 0.05
N 2.137 -0.616 -0.618 0.65
C 2.404 -0.517 -1.981 -0.46
C 3.509 -1.131 -2.436 -0.65
S 4.353 -1.843 -1.120 -0.26
C 1.464 0.261 -2.746 -0.42
C 1.636 0.800 -3.965 -0.53
S 0.212 1.649 -4.423 -0.22
C -0.524 1.238 -2.919 0.32
N 0.250 0.498 -2.120 0.20
N -1.767 1.665 -2.681 -0.17
H 2.629 -1.112 1.922 0.16
H 4.122 -1.938 1.594 0.26
H 3.875 -1.181 -3.447 0.51
H 2.511 0.779 -4.590 0.49
H -2.290 2.073 -3.436 0.29
H -2.273 1.263 -1.906 -0.07
F 1.748 2.376 -0.690 -0.24
B 1.982 2.578 0.676 0.03
F 1.770 1.172 1.226 -0.16
F 3.262 2.977 0.899 -0.27
F 1.033 3.349 1.302 -0.39
```

Results
Charge: +1
⟨S²⟩: 2.013
Highest occupied orbital energy (alpha / beta), hartree: -0.389 / -0.394
Orbital gap (alpha / beta), eV: 6.9 / 6.7
LUMO level (alpha / beta), eV: -3.7 / -4.0
Spin multiplicity: 3
Energy above the lowest of the compared OMol25 structures with the same formula, charge and spin, kcal per mole: 63.8


Here is a molecular structure, C16H25ClIO4P2Rh from the OMol25 dataset. Energies are from ωB97M-V/def2-TZVPD.

Structure (XYZ):
```
50
Properties=species:S:1:pos:R:3:mulliken_charge:R:1
C -0.707 -1.978 -4.237 -1.14
C 0.034 -1.519 -3.022 0.48
H -0.802 -1.151 -4.944 0.32
H -1.699 -2.339 -3.949 0.36
H -0.136 -2.773 -4.731 0.40
O 0.520 -0.405 -2.874 -0.46
I 0.126 -2.945 -1.532 0.10
Rh 0.008 1.384 1.070 0.42
P 2.295 0.252 -0.059 1.03
C 3.263 1.800 0.070 -1.27
C 3.014 -0.615 1.400 -1.25
H 4.041 -0.944 1.189 0.50
H 4.345 -0.543 -1.173 0.51
H 2.367 -1.478 1.605 0.32
H 2.957 -1.663 -1.423 0.30
H 3.060 2.265 1.045 0.32
H 2.985 0.064 2.263 0.23
C 3.266 -0.610 -1.375 -1.17
H 4.332 1.587 -0.060 0.43
H 3.034 -0.149 -2.342 0.36
H 2.918 2.471 -0.728 0.37
P -1.983 0.722 0.504 0.91
C -3.242 1.908 1.052 -1.26
C -2.389 0.318 -1.208 -1.18
H -1.784 -1.636 0.888 0.27
H -3.299 -0.955 1.598 0.45
H -1.703 -0.701 2.404 0.25
C -2.226 -0.802 1.446 -1.13
H -2.201 -0.748 -1.384 0.17
H -3.445 0.542 -1.406 0.51
H -4.238 1.450 0.990 0.44
H -3.204 2.795 0.410 0.39
H -1.758 0.899 -1.891 0.41
H -3.037 2.205 2.088 0.33
C -0.139 2.594 -0.291 -0.03
O -0.173 3.420 -1.113 -0.29
Cl -0.357 2.216 9.251 -0.04
C -0.055 1.939 7.589 0.20
C 0.533 0.723 7.199 -0.53
C 0.789 0.480 5.854 -0.07
C 0.471 1.458 4.909 0.06
C -0.102 2.678 5.290 -0.19
C -0.396 2.908 6.631 -0.42
C 0.712 1.212 3.455 1.16
O 1.149 2.174 2.716 -0.83
O 0.355 0.112 2.884 -0.71
H 0.796 -0.033 7.934 0.48
H 1.259 -0.451 5.528 0.50
H -0.322 3.461 4.564 0.51
H -0.868 3.834 6.940 0.48
```

Results
Charge: +2
⟨S²⟩: 6.017
Highest occupied orbital energy (alpha / beta), hartree: -0.463 / -0.534
Orbital gap (alpha / beta), eV: 5.8 / 3.5
LUMO level (alpha / beta), eV: -6.8 / -11.1
Spin multiplicity: 5
Energy above the lowest of the compared OMol25 structures with the same formula, charge and spin, kcal per mole: 0.0


Here is 2 unconnected molecules or ions with the total composition C5H14 from the OMol25 dataset. Energies are from ωB97M-V/def2-TZVPD.

Structure (XYZ):
```
19
Properties=species:S:1:pos:R:3:mulliken_charge:R:1
C 0.676 0.479 -1.797 -0.12
C 0.041 1.875 -1.967 -1.10
C -0.575 -0.472 -1.652 -0.36
H 1.077 0.435 -0.759 0.06
H 1.470 0.230 -2.585 0.36
H -0.823 1.896 -2.734 0.25
H -0.453 2.158 -1.009 0.31
H -0.456 -1.323 -2.376 0.28
H -1.634 -0.041 -1.700 0.30
H 0.846 2.404 -2.437 0.35
H -0.384 -0.813 -0.584 -0.25
C -0.218 -0.780 3.169 -0.93
C 0.242 -1.046 1.769 -0.72
H -0.177 -1.671 3.845 0.29
H 0.557 -0.097 3.604 0.24
H -1.193 -0.275 3.048 0.26
H 0.057 -0.070 1.242 0.08
H -0.357 -1.752 1.241 0.35
H 1.303 -1.135 1.678 0.34
```

Results
Charge: 0
SMILES: CCC.CC
Highest occupied orbital energy, hartree: -0.381
Orbital gap, eV: 11.4
LUMO level, eV: 1.1
Energy above the lowest of the compared OMol25 structures with the same formula, charge and spin, kcal per mole: 36.3


Here is a molecular structure, C4H8O8SSi from the OMol25 dataset. Energies are from ωB97M-V/def2-TZVPD.

Structure (XYZ):
```
22
Properties=species:S:1:pos:R:3:mulliken_charge:R:1
C -0.262 1.887 1.223 0.50
C -1.074 -0.010 -1.266 -1.61
C -0.851 -0.449 0.197 -0.99
C 0.045 0.429 1.120 0.07
O -0.047 2.618 0.189 -0.80
O 0.883 -1.793 2.123 -0.84
O -0.563 2.403 2.296 -0.72
O -0.916 -0.824 3.354 -0.77
O 1.247 0.324 3.520 -0.51
O 1.902 1.499 -0.749 -0.51
O 3.167 0.894 1.592 -0.89
O 2.367 -1.120 -0.120 -0.59
Si 2.285 0.466 0.398 0.75
S 0.234 -0.495 2.564 1.36
H -1.718 -0.607 -1.897 0.39
H -1.415 0.968 -1.190 0.41
H -0.158 0.120 -1.663 0.40
H -0.420 -1.387 0.327 0.60
H -1.804 -0.625 0.749 0.38
H 1.119 2.151 -0.603 0.45
H 2.047 0.607 2.816 0.50
H 1.957 -1.581 0.582 0.43
```

Results
Charge: -2
Highest occupied orbital energy, hartree: -0.043
Orbital gap, eV: 7.0
LUMO level, eV: 5.9
Energy above the lowest of the compared OMol25 structures with the same formula, charge and spin, kcal per mole: 7.3


Here is a gas-phase ion, C5H13NO (charge +1) from the OMol25 dataset. Energies are from ωB97M-V/def2-TZVPD.

Structure (XYZ):
```
20
Properties=species:S:1:pos:R:3:mulliken_charge:R:1
C -1.948 0.008 0.474 -0.64
C -1.986 1.516 0.793 -1.09
C -0.877 -0.304 -0.589 -0.67
N 0.336 0.386 -0.230 0.01
C 1.658 0.101 -0.896 -0.50
C 2.503 -0.854 -0.078 -0.39
O 1.736 -2.009 0.436 -0.46
H -2.887 -0.527 0.315 0.40
H -1.599 -0.529 1.376 0.34
H -1.319 1.708 1.629 0.35
H -1.810 2.156 -0.066 0.36
H -2.967 1.766 1.221 0.35
H -0.705 -1.287 -1.027 0.61
H -1.265 0.265 -1.480 0.37
H 0.444 0.335 0.791 0.34
H 1.445 -0.267 -1.899 0.34
H 2.136 1.079 -1.009 0.34
H 3.279 -1.339 -0.669 0.33
H 2.967 -0.396 0.793 0.32
H 0.859 -1.810 0.113 0.30
```

Results
Charge: +1
⟨S²⟩: 0.754
Highest occupied orbital energy (alpha / beta), hartree: -0.554 / -0.553
Orbital gap (alpha / beta), eV: 12.1 / 6.8
LUMO level (alpha / beta), eV: -3.0 / -8.3
Spin multiplicity: 2
Energy above the lowest of the compared OMol25 structures with the same formula, charge and spin, kcal per mole: 49.3


Here is a molecular structure, C8H22ClN2O2Pd2 from the OMol25 dataset. Energies are from ωB97M-V/def2-TZVPD.

Structure (XYZ):
```
37
Properties=species:S:1:pos:R:3:mulliken_charge:R:1
Pd 3.786 0.206 -3.925 0.69
Pd -0.378 1.775 -3.870 0.47
Cl 1.372 0.348 -2.698 -0.41
C -1.300 3.435 0.245 -1.58
C -1.576 2.429 -0.819 0.50
C -3.021 2.045 -0.855 -0.49
O -3.289 0.898 -1.589 0.02
C -2.664 -0.293 -1.196 -0.34
N -1.203 2.951 -2.200 -0.50
H -1.949 4.315 0.160 0.40
H -0.266 3.792 0.205 0.45
H -1.483 3.019 1.234 0.41
H -0.951 1.555 -0.609 0.11
H -3.595 2.836 -1.336 0.36
H -3.366 1.885 0.181 0.40
H -1.567 -0.162 -1.218 0.14
H -3.063 -1.091 -1.802 0.32
H -2.911 -0.494 -0.132 0.38
H -0.329 3.511 -2.046 0.43
H -1.813 3.783 -2.383 0.27
C 1.412 -3.943 1.550 -1.40
C 1.466 -2.635 0.808 0.79
C 2.626 -1.662 1.250 -0.63
O 2.662 -1.581 2.592 -0.28
C 1.939 -0.517 3.147 -0.67
N 1.369 -2.753 -0.553 -0.21
H 2.222 -4.602 1.238 0.38
H 0.475 -4.461 1.312 0.45
H 1.406 -3.769 2.619 0.38
H 0.570 -2.021 1.154 0.04
H 2.509 -0.679 0.762 0.41
H 3.586 -2.050 0.882 0.39
H 2.305 0.448 2.781 0.33
H 2.082 -0.544 4.224 0.29
H 0.854 -0.621 2.954 0.28
H 0.744 -3.466 -0.940 0.35
H 1.337 -1.887 -1.126 0.09
```

Results
Charge: +3
⟨S²⟩: 6.013
Highest occupied orbital energy (alpha / beta), hartree: -0.696 / -0.682
Orbital gap (alpha / beta), eV: 9.1 / 4.1
LUMO level (alpha / beta), eV: -9.9 / -14.5
Spin multiplicity: 5
Energy above the lowest of the compared OMol25 structures with the same formula, charge and spin, kcal per mole: 41.5


Which of these has the highest charge?
C8H22ClN2O2Pd2